75
Properties=species:S:1:pos:R:3:forces:R:3:lowdin_charge:R:1 method="wB97M-V/def2-TZVPD" max_force_ev_per_a=5.7 total_energy_ha=-4277.43997 homo_ha=-0.4011 de_lowest_kcal_mol=28.6 total_charge=0 e_lumo_ev=0.47
Ca 2.9427 -18.6971 17.8805 0.0 -0.1 1.0 1.52
P 3.5003 -15.3749 18.0441 0.9 1.8 -0.9 0.32
P 2.6274 -21.8798 17.9664 2.6 -3.4 3.8 0.32
F 1.8556 -20.9337 16.8920 0.3 -1.3 0.1 -0.15
F 2.2182 -14.8094 17.1834 0.8 -0.4 1.4 -0.15
F 4.5173 -14.6277 16.9170 -1.1 -0.2 1.7 -0.19
F 1.2655 -22.6324 18.5243 1.0 0.8 -1.6 -0.15
F 3.5358 -16.6530 17.0305 0.1 -0.7 -0.7 -0.29
F 3.4526 -14.0950 19.0972 0.0 -1.8 -1.5 -0.15
F 4.0413 -21.1431 17.6190 -0.9 0.1 -0.5 -0.19
F 2.3845 -20.7379 19.1119 -0.2 0.2 -0.5 -0.23
F 3.5324 -22.7277 19.1509 -1.1 1.0 0.0 -0.23
F 3.1338 -23.1582 17.0748 -2.0 1.5 -1.2 -0.15
F 4.8072 -16.0006 18.7637 -0.1 0.6 0.0 -0.15
F 2.5879 -16.3597 19.0077 -0.3 1.2 -0.3 -0.19
O -0.2705 -18.9583 14.9378 0.0 -0.4 -1.3 0.04
O 3.8644 -17.5134 22.2391 0.4 2.2 3.7 0.08
O 5.0955 -19.1611 18.6259 2.7 0.5 0.1 -0.03
O 5.4124 -18.2362 14.2845 0.5 0.2 -0.6 0.02
O 1.0909 -17.5142 14.2910 0.4 -1.1 1.0 0.03
O -0.4513 -17.2221 20.2925 4.0 -1.9 -2.3 0.01
O 0.4854 -18.7374 18.8825 -1.0 0.4 1.5 0.06
O 4.7256 -20.2228 14.1029 0.2 -2.5 -1.1 0.06
O 4.2593 -19.1530 15.9692 -0.5 0.2 0.5 0.00
O -0.8885 -19.3696 20.5618 -1.4 0.6 0.7 0.01
O 3.1955 -18.6037 20.4246 -0.3 0.4 1.8 0.02
O 6.8659 -20.0168 19.7160 0.5 -0.5 0.6 0.00
O 1.1737 -18.1736 16.4987 0.1 -0.6 -1.6 -0.02
O 7.1798 -19.0638 17.7643 -3.2 1.3 -0.9 0.02
O 2.5230 -19.0342 22.5586 -1.0 -1.0 0.5 0.04
C 8.4910 -19.4374 17.7989 2.0 0.2 0.9 -0.06
C 5.8638 -17.0491 14.9453 0.8 0.6 0.3 -0.01
C 1.9983 -20.3307 22.2902 -0.6 -1.0 0.9 -0.02
C -0.8174 -20.6934 20.1426 1.7 -1.7 -1.7 -0.05
C 6.3089 -19.3533 18.6997 -2.3 -1.5 1.0 -0.53
C 4.5591 -16.5890 21.5204 2.4 1.2 -1.3 -0.03
C 2.1920 -16.6279 14.4118 0.5 1.0 -0.1 -0.02
C -0.2481 -18.4923 19.8258 1.0 1.6 -0.2 -0.52
C -1.5383 -16.8873 21.0096 -3.1 -0.2 0.4 -0.10
C -0.9578 -19.9027 15.6939 -0.9 -0.9 0.6 -0.03
C 0.7669 -18.2864 15.3508 -0.6 2.2 -0.1 -0.53
C 3.1964 -18.3662 21.6393 -1.9 -3.4 -3.6 -0.63
C 4.3066 -21.5297 14.6245 -0.9 0.3 -1.4 0.03
C 6.0872 -20.8586 20.6242 -1.0 -0.1 -0.4 0.02
C 4.7611 -19.2254 14.8717 0.2 2.6 1.6 -0.65
H 6.5282 -17.2167 15.7930 -0.5 -0.7 0.3 0.09
H 4.6575 -21.8378 15.6094 0.6 0.4 -0.4 0.08
H -1.2102 -20.8855 19.1442 -0.9 0.4 0.1 0.10
H 5.2854 -20.3310 21.1407 0.3 0.5 -0.1 0.08
H 8.9372 -18.9886 16.9114 0.1 -0.5 -0.1 0.11
H 3.1636 -17.1058 14.2867 -0.2 -0.4 -0.1 0.08
H 6.5509 -16.5779 14.2426 -0.4 0.0 -0.4 0.10
H 5.5619 -21.6503 20.0900 0.1 0.1 -0.5 0.09
H 2.7551 -21.1032 22.4261 0.5 0.2 -1.2 0.10
H -1.8427 -20.1997 15.1310 -0.1 0.5 -0.2 0.10
H 3.2180 -21.5707 14.6604 0.0 0.3 0.1 0.09
H 6.7192 -21.3662 21.3529 0.5 0.6 -0.3 0.10
H 3.9407 -15.9166 20.9257 0.1 -0.4 0.0 0.09
H 8.9314 -18.9338 18.6594 0.5 -0.3 0.1 0.11
H -1.2800 -19.4486 16.6309 0.3 -0.4 0.2 0.10
H 5.0996 -16.3335 15.2486 -0.2 -0.4 -0.2 0.07
H -1.1811 -21.4332 20.8557 -0.1 0.7 0.2 0.12
H 5.1825 -16.0041 22.1967 -0.3 0.0 0.2 0.11
H 8.5988 -20.5169 17.9039 0.2 0.1 -0.3 0.11
H 2.0564 -15.9306 13.5851 0.1 0.0 0.1 0.11
H 5.2511 -17.2053 20.9464 0.1 0.7 -0.8 0.10
H 4.5967 -22.0974 13.7404 0.2 -0.7 0.7 0.10
H 1.3803 -20.6669 23.1228 -0.3 1.0 0.5 0.09
H -1.4828 -15.8239 21.2423 0.0 -0.3 0.3 0.11
H -1.7692 -17.5624 21.8337 0.5 0.4 0.5 0.10
H 2.2193 -16.0913 15.3602 -0.4 -0.1 -0.2 0.07
H 1.3183 -20.4486 21.4465 0.9 0.3 -0.3 0.06
H 0.2274 -20.8629 19.8822 0.1 -0.6 0.6 0.05
H -0.4259 -20.8518 15.7613 0.5 0.3 0.6 0.10
H -2.3592 -17.0710 20.3164 -0.8 0.6 0.2 0.10

---

56
Properties=species:S:1:pos:R:3:forces:R:3:nbo_charge:R:1 method="wB97M-V/def2-TZVPD" max_force_ev_per_a=2.0 total_energy_ha=-2288.53363 homo_ha=-0.2768 de_lowest_kcal_mol=0.0 total_charge=0 e_lumo_ev=0.54
Cd 6.9347 11.3483 8.8946 -0.2 0.2 0.1 1.30
Cl 5.1740 9.5896 9.4110 0.0 -0.3 0.1 -0.88
S 10.6403 8.7366 10.7450 0.1 0.5 0.7 -0.28
Si 7.3645 11.6242 6.4166 -0.1 -0.4 0.2 0.78
N 9.3274 7.6722 8.5798 0.0 -0.2 -0.2 -0.24
N 8.2843 8.5653 8.5611 -0.3 0.3 -0.1 -0.63
N 10.9997 6.5784 9.1844 1.0 -0.5 0.4 -0.39
N 10.5528 5.9198 8.0703 -0.1 0.3 0.4 -0.26
N 7.2157 13.6701 10.1127 0.2 -0.6 0.3 -0.68
N 4.6555 12.7375 9.1650 0.8 0.9 -0.6 -0.88
N 7.7822 10.8602 11.0792 -0.4 0.2 -0.5 -0.92
C 7.5127 11.9790 11.9748 -0.7 0.0 0.2 -0.23
C 6.0195 14.4931 10.1513 -0.4 -0.3 -0.3 -0.23
C 4.7650 14.6831 5.2955 -0.8 -0.7 0.0 -0.21
C 5.4852 15.8318 5.5032 0.2 0.6 0.0 -0.24
C 10.3126 7.6778 9.5380 -0.1 -0.7 -1.0 0.22
C 5.3237 13.4297 5.5323 -0.2 0.7 0.2 -0.23
C 7.3765 14.4736 6.1502 -0.8 0.4 0.2 -0.23
C 9.0827 11.4877 5.6681 0.8 -0.5 -0.9 -1.12
C 6.3030 10.3178 5.5500 -0.1 -0.1 0.1 -1.12
C 9.5166 6.6058 7.7248 0.0 -0.3 -0.2 0.35
C 4.7483 13.6333 10.3135 -0.1 0.2 -0.5 -0.23
C 6.6268 13.3064 5.9820 0.8 -0.2 -0.1 -0.43
C 6.7774 15.7210 5.9484 2.0 0.2 0.2 -0.20
C 7.8468 13.3446 11.3841 0.4 -0.2 0.1 -0.23
C 8.6624 6.2649 6.5610 -0.2 0.0 0.3 -0.67
H 3.8331 14.2603 10.4238 0.7 -0.2 0.2 0.18
H 8.9224 13.3469 11.2307 0.3 0.1 -0.1 0.20
H 3.7238 14.7150 5.0094 -0.1 0.2 -0.2 0.21
H 6.1309 10.5157 4.4817 0.0 0.0 0.3 0.23
H 3.9979 12.0040 9.2729 -0.6 -0.8 0.3 0.40
H 5.9517 14.9791 9.1743 0.0 0.3 0.1 0.21
H 8.2419 9.0544 7.6758 0.2 0.2 -0.1 0.37
H 11.8369 6.2552 9.6479 -0.2 0.1 -0.1 0.42
H 9.0368 11.5845 4.5554 -0.1 0.0 0.7 0.23
H 4.7015 12.5596 5.4435 -0.2 -0.3 -0.2 0.21
H 5.3521 10.2420 6.0997 0.1 -0.1 -0.4 0.25
H 7.4018 16.6266 6.0928 -0.6 -0.6 0.0 0.21
H 8.3887 14.4215 6.5238 0.2 0.0 -0.1 0.20
H 7.6410 14.0836 12.1684 -0.1 0.1 -0.1 0.19
H 8.7892 6.9821 5.7584 -0.4 0.4 0.0 0.24
H 7.4140 8.0689 8.6554 -0.5 0.0 0.3 0.39
H 8.9923 5.3245 6.1598 0.3 -0.5 0.0 0.25
H 9.7654 12.2693 6.0009 0.0 0.1 0.1 0.23
H 6.4456 11.9625 12.2479 0.3 -0.2 -0.1 0.19
H 6.7716 9.3264 5.6204 0.0 0.1 0.0 0.22
H 4.8637 12.9956 11.1821 -0.2 0.0 0.3 0.19
H 7.9118 13.9970 9.4618 -0.2 0.3 -0.1 0.39
H 7.1956 10.0574 11.2989 0.1 0.1 -0.1 0.41
H 6.0831 15.2376 10.9516 -0.1 0.1 -0.1 0.18
H 8.7475 10.5467 11.0704 0.1 0.0 0.0 0.41
H 5.1303 16.8410 5.3449 -0.5 -0.2 -0.1 0.22
H 7.6194 6.1116 6.8622 0.1 0.4 -0.2 0.24
H 4.4365 13.2382 8.3038 0.1 0.0 0.2 0.37
H 9.6164 10.5182 5.8545 -0.6 0.7 0.1 0.23
H 8.0737 11.8859 12.9008 0.1 0.0 0.3 0.19